(1)
A cluster of 7 separate species, C17H41BIN13O10PS2 in total in a non-equilibrium geometry. Source: the OMol25 dataset; level of theory: ωB97M-V with the def2-TZVPD basis set.

Last column: Löwdin charge in e.
Cartesian coordinates (Å):
C: 1.34 -2.03 -4.84  -0.1077
C: 0.39 -1.18 -3.90  -0.5386
P: 1.08 0.56 -4.07  0.4136
O: 2.67 0.48 -4.58  -0.2408
O: 1.15 1.24 -2.54  -0.2282
S: 0.03 1.61 -5.32  0.3519
O: 0.20 -1.56 -2.57  -0.0263
B: -0.72 -2.72 -2.46  -0.8243
C: -1.86 -2.58 -1.32  -0.0766
C: -3.14 -3.51 -1.55  -0.2996
C: -4.32 -2.79 -2.34  -0.5658
I: -4.54 -3.80 -4.28  0.6801
C: 0.35 -4.01 -2.35  -0.0916
C: -0.08 -5.40 -2.53  -0.0236
C: 0.78 -6.57 -2.49  -0.0691
C: 2.21 -6.22 -2.27  -0.0977
C: 2.49 -4.81 -2.09  -0.1866
N: 1.67 -3.73 -2.13  0.0861
O: -1.32 -2.74 -3.82  -0.1312
C: -1.10 -1.48 -4.48  -0.6087
S: -1.29 -1.67 -6.30  0.7094
H: 2.34 -2.10 -4.31  0.0860
H: 1.49 -1.62 -5.86  0.0592
H: 0.97 -3.09 -4.87  0.0966
H: 2.69 0.27 -5.54  0.0693
H: 2.08 1.52 -2.41  0.0840
H: -1.49 -2.73 -0.27  0.0846
H: -2.23 -1.51 -1.36  0.1009
H: -2.92 -4.46 -2.08  0.0407
H: -3.56 -3.73 -0.52  0.0760
H: -5.28 -3.00 -1.79  0.0337
H: -4.16 -1.69 -2.47  0.0480
H: -1.17 -5.58 -2.71  0.0912
H: 0.43 -7.62 -2.64  0.0817
H: 3.01 -7.00 -2.23  0.0752
H: 3.58 -4.57 -1.90  0.0904
H: -1.82 -0.76 -4.00  0.1192
H: -2.20 -2.69 -6.45  -0.1518
C: 1.04 2.88 0.61  -0.6872
O: 2.14 3.12 0.11  0.0085
N: 0.18 1.98 0.08  0.1729
N: 0.60 3.52 1.73  0.1435
H: -0.72 1.79 0.48  0.0981
H: 0.48 1.49 -0.75  0.0668
H: 1.21 4.19 2.15  0.0890
H: -0.30 3.34 2.15  0.0714
C: -2.95 -2.30 2.61  -0.6735
O: -3.08 -2.85 1.54  0.0244
N: -2.56 -2.94 3.74  0.1583
N: -3.17 -0.96 2.78  0.1552
H: -2.45 -2.48 4.63  0.0600
H: -2.38 -3.93 3.68  0.1024
H: -3.46 -0.44 1.98  0.0995
H: -3.06 -0.49 3.66  0.0784
C: -1.18 0.28 6.22  -0.6907
O: -1.39 -0.90 5.95  0.0078
N: -1.77 0.90 7.29  0.1483
N: -0.36 1.07 5.48  0.1729
H: -1.61 1.86 7.52  0.0893
H: -2.38 0.35 7.86  0.1002
H: 0.09 0.65 4.69  0.1184
H: -0.19 2.03 5.70  0.0872
C: -1.64 5.24 4.57  -0.6876
O: -1.83 4.08 4.23  0.0167
N: -2.23 5.78 5.68  0.1458
N: -0.83 6.08 3.89  0.1594
H: -2.09 6.73 5.97  0.0916
H: -2.84 5.19 6.21  0.1004
H: -0.38 5.72 3.07  0.0861
H: -0.67 7.03 4.16  0.0957
C: 3.16 1.71 6.46  -0.6900
O: 2.60 2.06 5.44  0.0229
N: 2.54 0.97 7.43  0.1535
N: 4.46 2.01 6.73  0.1460
H: 2.99 0.67 8.27  0.0915
H: 1.58 0.72 7.26  0.0818
H: 4.96 2.56 6.05  0.1045
H: 4.94 1.73 7.57  0.0896
C: 2.97 3.77 -7.29  -0.7018
O: 2.69 3.01 -8.20  0.0117
N: 2.29 3.81 -6.12  0.1340
N: 4.01 4.66 -7.37  0.1294
H: 2.52 4.44 -5.37  0.0904
H: 1.51 3.17 -6.01  -0.0574
H: 4.55 4.67 -8.22  0.0926
H: 4.26 5.29 -6.64  0.0823

**HOMO-LUMO gap**: 6.3 eV
**E**: -3597.27942 a.u.
**Charge**: -1
**E_LUMO**: 1.3130 eV

(2)
A structure of composition C32H55N4OP2Pt in a non-equilibrium geometry. Source: the OMol25 dataset; level of theory: ωB97M-V with the def2-TZVPD basis set.

Last column: Löwdin charge in e.
Cartesian coordinates (Å):
C: -0.59 -2.32 -1.12  -0.3242
C: 1.65 -2.31 -0.31  -0.3526
C: -0.34 -3.46 -1.88  -0.0051
C: 1.86 -3.57 -0.94  -0.0055
C: 0.88 -4.12 -1.74  -0.0374
H: -1.13 -3.82 -2.54  0.1251
H: 2.84 -4.03 -0.80  0.1207
H: 1.05 -5.06 -2.27  0.1190
N: 0.36 -1.81 -0.32  -0.0593
P: -2.33 -0.65 0.32  1.0394
P: 2.42 0.19 0.64  1.0105
C: -1.91 -1.58 -1.22  -0.2766
H: -1.83 -0.85 -2.03  0.0700
H: -2.71 -2.28 -1.51  0.0803
C: -0.11 1.56 1.64  -0.4445
O: -0.11 2.61 2.13  0.0708
C: 2.66 -1.52 0.25  -0.1907
H: 3.65 -1.96 0.33  0.0861
C: 3.17 1.01 -0.93  -0.6378
C: 3.59 0.59 2.10  -0.6573
C: -3.63 0.66 -0.20  -0.6486
C: -3.19 -2.06 1.27  -0.6652
C: 2.70 2.47 -0.97  -0.0892
H: 2.97 3.02 -0.05  0.0646
H: 3.19 2.98 -1.81  0.0949
H: 1.62 2.53 -1.11  0.0450
C: 4.70 0.93 -0.96  -0.0925
H: 5.19 1.50 -0.16  0.0614
H: 5.05 -0.11 -0.94  0.0852
H: 5.05 1.36 -1.91  0.0952
C: 2.68 0.28 -2.19  -0.0946
H: 3.11 0.76 -3.08  0.0909
H: 3.00 -0.77 -2.19  0.0797
H: 1.59 0.31 -2.28  0.0430
C: 3.88 2.11 2.15  -0.0846
H: 2.95 2.68 2.20  0.0818
H: 4.45 2.31 3.07  0.0972
H: 4.49 2.47 1.31  0.0627
C: 2.94 0.22 3.43  -0.1058
H: 2.00 0.77 3.60  0.0678
H: 2.74 -0.85 3.49  0.0694
H: 3.63 0.48 4.24  0.0971
C: 4.89 -0.22 2.03  -0.0950
H: 5.51 -0.01 1.15  0.0589
H: 5.49 0.02 2.91  0.0968
H: 4.68 -1.30 2.05  0.0721
C: -3.57 -1.53 2.66  -0.0817
H: -4.01 -2.36 3.24  0.0978
H: -2.69 -1.16 3.20  0.0504
H: -4.30 -0.72 2.62  0.0627
C: -2.20 -3.23 1.44  -0.0926
H: -2.04 -3.78 0.51  0.0824
H: -1.23 -2.88 1.81  0.0348
H: -2.60 -3.93 2.19  0.0987
C: -4.42 -2.65 0.56  -0.0854
H: -4.62 -3.64 1.00  0.0929
H: -5.33 -2.05 0.73  0.0627
H: -4.28 -2.79 -0.52  0.0725
C: -3.67 0.83 -1.72  -0.1067
H: -3.99 -0.09 -2.23  0.0887
H: -4.40 1.62 -1.97  0.0978
H: -2.70 1.14 -2.13  0.0280
C: -3.20 1.99 0.44  -0.1141
H: -2.25 2.35 0.02  0.0512
H: -3.97 2.74 0.23  0.0917
H: -3.10 1.90 1.53  0.0805
C: -5.07 0.37 0.24  -0.0964
H: -5.51 -0.47 -0.32  0.0742
H: -5.18 0.21 1.31  0.0652
H: -5.68 1.26 -0.01  0.0943
Pt: 0.01 -0.11 0.87  0.8006
N: -0.45 1.20 -1.55  0.1615
C: -0.29 1.90 -2.47  -0.1328
C: -0.32 2.80 -3.67  -0.5866
C: 0.80 2.40 -4.62  -0.0417
C: -1.67 2.64 -4.37  -0.0449
C: -0.17 4.25 -3.22  -0.0350
H: 1.78 2.51 -4.15  0.0768
H: 0.67 1.36 -4.94  0.0976
H: 0.77 3.04 -5.52  0.0984
H: -2.49 2.97 -3.72  0.0875
H: -1.68 3.26 -5.28  0.0992
H: -1.85 1.60 -4.66  0.0963
H: -0.20 4.91 -4.10  0.0997
H: -1.00 4.53 -2.56  0.0960
H: 0.78 4.42 -2.69  0.0852
N: 0.54 -2.36 3.13  -0.0132
C: 0.39 -2.66 4.45  -0.0733
C: -0.24 -1.58 5.04  -0.0498
C: -0.46 -0.64 4.02  -0.1561
N: 0.03 -1.12 2.86  -0.1289
H: 1.02 -2.92 2.43  0.1546
H: 0.72 -3.60 4.86  0.1217
H: -0.51 -1.45 6.07  0.1013
H: -0.94 0.33 4.09  0.1167

**HOMO-LUMO gap (spin up / spin down)**: 5.2 / 4.9 eV
**E**: -2348.36435 a.u.
**Charge**: +1
**E_LUMO (spin up / spin down)**: -2.0038 / -4.3578 eV
**<S²>**: 2.0429
**ΔE to the lowest compared entry with this formula, charge and spin**: 0.0 kcal per mole
**Spin multiplicity**: 3

(3)
The molecule C5H10O in a non-equilibrium geometry. Source: the OMol25 dataset; level of theory: ωB97M-V with the def2-TZVPD basis set.

Last column: natural (NBO) charge in e.
Cartesian coordinates (Å):
C: 2.01 -0.31 0.15  -0.6092
C: 0.90 0.52 -0.51  -0.4225
C: -0.54 -0.04 -0.46  0.1767
C: -1.02 -0.99 0.66  -0.6238
C: -1.66 0.91 -0.41  -0.0882
O: -1.27 0.36 -1.63  -0.4602
H: 2.17 -1.27 -0.35  0.2077
H: 1.80 -0.51 1.20  0.2003
H: 2.97 0.24 0.11  0.2158
H: 1.20 0.72 -1.55  0.2274
H: 0.85 1.50 -0.03  0.1995
H: -0.15 -1.44 1.11  0.2107
H: -1.50 -0.40 1.46  0.1981
H: -1.75 -1.73 0.35  0.2306
H: -1.36 1.86 0.01  0.1684
H: -2.65 0.57 -0.11  0.1688

**Structure (SMILES)**: CC[C@@]1(C)CO1
**HOMO-LUMO gap**: 10.3 eV
**E**: -271.65118 a.u.
**E_LUMO**: 1.0194 eV
**ΔE to the lowest compared entry with this formula, charge and spin**: 63.7 kcal per mole

The lowest E belongs to which entry?
C17H41BIN13O10PS2